1.
125
Properties=species:S:1:pos:R:3:forces:R:3:lowdin_charge:R:1 method="wB97M-V/def2-TZVPD" homo_lumo_gap_ha=0.208 homo_energy_ev=-4.29 total_charge=-1 total_energy_ev=-163994.0205
I 4.2627 -6.9530 0.0703 -0.1577 0.4698 0.2667 0.6935
I 4.3155 -7.3067 -3.4761 -0.4606 0.1955 -0.3099 0.6924
S -2.4568 6.0598 -2.3985 0.3592 -0.1478 -0.2458 0.6335
S 2.7323 3.5003 3.9603 -0.7292 -0.1305 -0.1573 0.6080
S -4.9100 3.1637 -0.5149 -0.2179 0.0378 -0.4157 0.5904
S -3.9644 -3.0969 4.4371 0.4529 -0.4543 0.8787 0.6293
S 8.1813 4.9184 7.4266 -0.3106 -0.1417 -0.3545 0.5989
P 3.4598 -4.1743 -2.6547 3.4099 -0.6307 -1.8254 0.4462
O 3.4312 3.9608 5.1101 0.0433 0.0848 -0.2106 -0.2307
O -6.2233 4.0366 -0.2011 0.0155 -0.2493 -0.2045 -0.1814
O -2.8272 -3.7153 3.8784 0.1259 -0.1841 0.8696 -0.1940
O 6.8064 4.1039 7.3322 0.4365 -0.0154 -0.1559 -0.1842
O 0.4275 -4.3825 -1.7524 -0.3277 0.1523 -0.2693 -0.0338
O 3.4034 3.1725 2.7567 0.3836 0.0252 0.1569 -0.2138
O 7.9844 6.0748 8.2249 0.2234 0.0159 0.0590 -0.2258
O -3.1726 -3.0347 1.7398 -0.3098 0.9083 -2.3003 -0.2627
O -4.6878 -4.2074 5.3610 -0.4971 0.4995 0.0446 -0.1911
O -2.2032 6.8872 -3.7575 -0.0310 -0.4081 0.0308 -0.1885
O 1.8071 2.2612 4.3698 0.1272 0.1938 -0.2580 -0.1794
O -5.2405 1.7956 -0.3296 0.1163 0.0260 0.3565 -0.2136
O 8.2632 5.3749 5.8912 -0.2589 0.1663 0.2606 -0.1914
O 9.2286 3.9971 7.6882 0.0247 0.0765 0.2330 -0.2235
O 2.4754 -3.6205 -1.3497 -0.3909 0.7882 -0.0854 -0.2224
O -3.4531 5.0724 -2.6442 1.0591 1.7600 -0.4242 -0.2165
O -3.4330 -2.1579 5.6402 -0.0878 -0.1382 -0.0151 -0.1908
O -3.7955 3.7672 0.1242 0.0972 -0.2616 0.0695 -0.2143
O 1.5597 4.5403 3.6325 0.1181 -0.1063 0.4660 -0.1842
O -2.5597 6.9738 -1.3183 -0.1851 -0.1041 0.0724 -0.2103
O -4.9632 -2.3957 3.7163 0.0088 -0.1417 -0.0086 -0.2021
O 2.2663 -3.6221 -3.8135 -1.2724 0.0496 0.1650 -0.2811
O -1.0269 5.3467 -2.3226 -0.1317 0.3823 0.0663 -0.1743
O -4.8160 3.4675 -2.0758 -1.1568 -1.0983 0.8503 -0.2582
C -6.0466 4.0286 -2.5283 -0.4263 -0.2841 -0.1207 -0.1662
C 2.1599 -1.2914 -3.3974 0.2461 0.5835 0.5767 -0.0535
C -2.7303 -1.2499 -4.1590 0.1980 0.3373 -0.0158 -0.2086
C -4.0033 -2.5778 6.8799 -0.3934 0.1382 0.1299 -0.1770
C 5.5697 0.3121 0.0796 -0.9229 -0.4276 -0.4422 -0.0497
C 2.5150 -6.5491 -1.1595 -0.7563 -1.6210 -1.1423 -0.8520
C -2.8448 -1.7662 1.1670 0.6578 -0.0378 -0.3878 -0.2034
C 1.3895 -2.6496 -3.2661 0.4327 -0.8252 1.0659 -0.4117
C 1.2493 -3.1749 -1.7748 -0.0222 -1.1065 -0.0245 -0.3714
C -0.8006 6.8957 -4.0527 0.3354 0.2756 0.2488 -0.1662
C 1.7917 0.5276 -0.0548 0.0014 -0.2802 -0.3883 -0.0802
C -0.0501 -2.7277 -3.8274 0.8472 0.4151 -0.9792 -0.1123
C -4.2493 -4.0630 6.7122 0.4427 -0.1869 0.0992 -0.1765
C 7.3387 4.5994 5.1131 0.0864 -0.5131 -0.1252 -0.1557
C 1.5440 -0.0820 -1.2777 -0.1685 -0.2157 -0.3971 -0.0704
C -0.2969 5.5642 -3.5355 0.0070 -0.2471 -0.4504 -0.1561
C -1.8766 -1.8119 -5.3283 0.0407 0.2993 0.4336 -0.2004
C -0.3521 -1.8337 -5.0412 -1.2455 -0.6746 -0.0132 -0.1928
C 0.3158 3.8324 3.5041 -0.1624 -0.3041 -0.4648 -0.1528
C 4.1327 0.1451 -0.4243 0.6592 0.3761 0.5367 -0.2584
C 6.1863 4.3278 6.0539 -0.1644 0.3419 -0.1284 -0.1725
C -2.0382 -0.1815 -3.2957 -0.7165 0.8257 0.0059 -0.2018
C 2.8107 -6.0133 -2.5835 -0.1597 0.4822 1.3514 -0.8400
C 3.1070 0.6332 0.3898 -0.7588 -0.1326 -0.3082 -0.0605
C 1.7366 -7.9156 -1.2702 0.1292 0.5206 1.0623 -0.2183
C 0.4395 2.6779 4.4747 -0.2885 0.1948 0.3583 -0.1562
C -2.4682 -0.2203 -0.7420 -0.8570 -0.2120 0.5593 -0.1968
C -4.0891 -3.7755 0.9663 -0.3269 -0.8844 0.7139 -0.1235
C -6.5576 4.8275 -1.3471 0.1736 0.4651 -0.1448 -0.1598
C -3.1113 -1.5711 -0.3319 0.7356 0.7319 0.0483 -0.1829
C 3.8714 -0.4732 -1.6471 -0.4654 0.3240 0.1891 -0.0009
C 2.5504 -0.6117 -2.0897 -0.0529 0.1165 0.2542 -0.2018
C -2.9326 0.2991 -2.1145 0.8259 -0.2917 0.0315 -0.1861
H -3.2957 -0.9266 1.7225 -0.2798 -0.3735 0.0192 0.1239
H -5.0028 -4.4418 7.3981 -0.1418 -0.0271 -0.1870 0.1317
H 0.2288 3.4811 2.4740 -0.0394 -0.0152 0.0230 0.1360
H -0.1879 -3.7633 -4.1578 -0.0564 0.1038 0.2958 0.1328
H 7.8374 3.6746 4.8153 -0.0427 -0.0015 -0.0221 0.1356
H 7.0330 5.1461 4.2255 0.1262 0.2080 0.1020 0.1370
H 6.2497 0.1588 -0.7622 0.1526 0.1525 0.2798 0.0698
H 0.7304 -7.7634 -0.8533 0.0371 -0.0116 -0.3889 0.0655
H -0.4787 -4.1499 -1.5289 0.0315 0.0276 -0.0285 0.0748
H -2.9179 1.3939 -2.0608 -0.0841 -0.1646 -0.1944 0.0899
H -2.7818 0.5098 0.0206 0.1059 -0.0672 -0.1462 0.0987
H -0.3441 7.7303 -3.5156 0.0406 -0.0246 -0.0224 0.1331
H 1.6415 -0.5322 -3.9961 -0.1682 -0.2705 0.1035 0.1024
H -7.6310 4.9954 -1.3904 -0.0180 -0.1647 0.1905 0.1327
H -4.3989 -4.6219 1.5986 0.1059 0.1892 -0.0560 0.0901
H -1.3807 -0.3192 -0.6432 -0.1005 0.1682 -0.2817 0.0914
H 4.2479 -4.5996 -3.7940 -0.2608 0.0788 -0.0311 -0.0769
H 1.8954 -6.1054 -3.1786 0.1997 -0.2215 0.0925 0.0454
H 3.0889 -1.5172 -3.9256 -0.2523 -0.1123 -0.0352 0.1107
H 5.7499 -0.4597 0.8353 0.2226 0.2011 -0.0385 0.0811
H 5.5290 5.1932 6.1391 -0.0312 -0.0410 -0.0188 0.1287
H 2.1992 -8.6531 -0.6076 -0.0968 -0.1550 -0.4190 0.0088
H 0.1172 -2.2767 -5.9272 0.2875 0.3517 0.1643 0.1203
H -2.6032 -2.3564 -0.9061 -0.3960 -0.0994 0.0231 0.1084
H -4.9393 -2.0340 7.0298 -0.0088 -0.0381 0.0476 0.1304
H -3.9652 -0.0234 -2.2946 0.0564 0.2237 0.1043 0.1052
H -1.0663 -0.4803 -2.9009 -0.1356 -0.1279 -0.1824 0.0701
H -1.7555 -1.6555 1.2931 -0.1954 -0.0331 0.1156 0.1297
H 0.9301 0.8821 0.5103 0.3083 0.0503 0.1230 0.0910
H 5.6049 3.4637 5.7577 0.0618 -0.1015 0.2331 0.1148
H -4.1765 -1.5133 -0.5761 0.1404 -0.2796 0.0448 0.1134
H -6.0423 5.7868 -1.2642 0.0062 -0.0130 -0.0448 0.1316
H -2.0501 -1.1639 -6.1980 0.0347 -0.1793 0.0276 0.0991
H -5.0124 -3.2316 0.7282 0.2534 0.0718 -0.1374 0.0929
H -0.7479 -2.5320 -3.0045 -0.0094 0.0598 -0.2145 0.0957
H -3.6378 -4.2362 0.0768 -0.0999 0.3789 -0.0332 0.0889
H -0.6364 7.0192 -5.1197 -0.2593 -0.0291 -0.0284 0.1346
H 0.7715 5.5717 -3.3367 -0.0614 -0.0321 0.2466 0.1387
H -3.1317 -2.0234 -3.4909 0.2138 -0.0984 -0.2027 0.1044
H 0.7199 -2.5140 -1.0748 0.6974 0.3939 -0.0730 0.1439
H -6.7254 3.2090 -2.7782 -0.0445 0.0518 -0.0110 0.1352
H 1.8738 -5.8852 -0.5870 0.5159 0.3712 -0.1617 0.0430
H -5.8810 4.6428 -3.4092 0.2933 -0.0182 0.0579 0.1322
H 3.2736 1.0929 1.3596 0.3697 -0.0471 -0.1898 0.0840
H 4.7043 -0.8353 -2.2427 -0.1844 -0.0806 0.0395 0.1046
H 1.6880 -8.2760 -2.2970 0.0161 -0.0251 0.1500 0.0341
H 4.5735 -4.6131 -1.8341 -0.5667 -0.0284 0.5041 -0.0432
H -0.5207 4.4859 3.7344 0.1866 0.1903 0.0644 0.1369
H -1.8648 0.7105 -3.9175 0.1994 -0.2850 -0.0747 0.1129
H -0.0583 -0.7884 -4.9225 0.2750 -0.2293 -0.0076 0.0855
H -3.3233 -2.3603 7.7001 0.1487 0.0623 -0.1561 0.1322
H -0.5309 4.7520 -4.2266 0.0200 0.0177 -0.0087 0.1363
H 5.6726 1.3069 0.5203 0.2657 -0.1621 -0.0441 0.0682
H 4.2253 -2.9426 -2.7908 -0.7435 0.4169 0.3169 -0.0201
H 0.5256 -0.2057 -1.6458 0.1059 0.2067 0.2155 0.0791
H 0.2576 2.9990 5.5026 -0.0133 0.0053 -0.0167 0.1330
H -3.3259 -4.6343 6.8341 0.0052 0.0324 0.0580 0.1334
H -0.2267 1.8549 4.2297 0.2186 -0.1337 -0.0772 0.1392
H -2.2564 -2.8098 -5.5795 0.1865 0.0933 -0.0613 0.1049
H -3.6033 -0.7544 -4.6098 -0.0060 -0.2188 0.2148 0.1051



2.
116
Properties=species:S:1:pos:R:3:forces:R:3:lowdin_charge:R:1 method="wB97M-V/def2-TZVPD" homo_lumo_gap_ha=0.286 homo_energy_ev=-11.74 total_charge=+1 total_energy_ev=-134447.4537
S 4.0696 5.1265 -0.4504 -0.4064 0.7333 -0.4931 0.7202
S 4.3485 1.4172 2.3789 -0.5136 0.7042 2.4316 0.5604
S 2.7963 5.3607 -6.7746 0.1158 -0.0910 -0.3508 0.6697
S -1.0060 5.5413 1.5869 -0.0918 -0.2120 0.4480 0.6797
S -4.0562 -6.7654 1.3810 -0.4141 -0.2895 0.3923 0.7018
S -4.4641 -2.7363 3.2774 -0.2035 0.4646 0.0704 0.6883
O 3.1932 2.1599 2.8019 -0.3375 0.0101 -1.1382 -0.2847
O -0.1086 6.0396 0.5681 -0.3157 0.0434 -0.0596 -0.3360
O -2.9567 -6.5956 0.4460 0.1954 0.3309 0.0992 -0.3309
O -0.0499 -5.2487 0.9027 -0.0528 1.3005 -0.3006 0.1157
O 5.3065 2.3413 1.5444 -0.6650 -0.9129 -0.1771 -0.1528
O -4.2062 -3.6347 2.1832 0.3116 2.3961 -0.0685 -0.3473
O -1.0992 -1.1081 1.6599 -0.1943 -0.1711 -0.2067 -0.1823
O 5.0739 0.8622 3.4771 0.8071 -0.5916 -0.9083 -0.2583
O -3.3845 -2.2354 4.0972 0.1675 -0.1644 -0.1320 -0.3196
O -4.3609 -5.7501 2.3520 0.0880 -2.2580 -0.0720 -0.3370
O 2.3342 5.2584 -5.4092 -0.0617 0.0726 -0.1030 -0.3336
O 4.5254 5.9064 0.6673 0.1603 -0.4482 0.2282 -0.2863
O 1.2554 -5.9118 -0.7600 0.2941 0.2587 -0.4317 0.1866
O 4.0796 3.6627 -0.4108 0.1659 -0.2585 0.3104 -0.3619
O -2.4352 5.6036 1.4299 0.0488 0.1293 -0.3156 -0.3162
O 2.9678 6.6345 -7.4176 -0.0898 0.1380 0.2736 -0.3083
N 2.2454 -1.1078 -1.0177 0.4395 -0.1588 -0.0593 0.1541
C -5.0884 -9.2017 1.7427 -0.0859 0.0362 -0.0121 -0.2095
C -0.5264 -0.8579 2.9319 0.8070 -0.0722 0.1879 -0.1016
C 1.3048 -3.6000 -0.4326 -0.0747 0.7428 0.6503 -0.0069
C 3.1161 -2.0228 -0.5667 0.7390 -0.7044 0.1278 -0.1917
C 4.8893 -0.3382 0.2939 -0.1101 -0.2719 0.2693 -0.1835
C 1.7819 4.2976 -7.8079 -0.1179 -0.3381 -0.2336 -0.2163
C 2.6560 -3.2973 -0.2619 -0.6857 -0.0413 -0.1388 0.0954
C 2.4424 5.6743 -0.9113 -0.1254 0.0923 -0.1980 -0.2318
C -5.7407 -3.4264 4.3358 -0.3734 -0.1117 0.1694 -0.2065
C 3.8296 3.0073 -7.3009 -0.0952 -0.0122 -0.0116 -0.2239
C -6.8832 -1.8031 2.8606 -0.0139 -0.1020 0.0365 -0.2182
C 3.8165 6.2821 -2.8339 -0.0337 -0.0615 0.1239 -0.2126
C -3.8839 -8.3639 2.1888 0.0373 -0.4252 -0.0100 -0.2107
C 4.3044 4.4106 -6.9385 0.1721 -0.3379 0.0144 -0.2278
C 4.9096 5.6892 -1.9321 0.1217 0.0336 -0.4456 -0.2061
C -5.5104 -8.6964 0.3585 0.1029 -0.0548 0.0348 -0.2163
C 0.8132 -5.0098 -0.1121 -0.0091 -1.1011 -0.2702 -0.4496
C 2.7125 3.1979 -8.3346 0.0722 0.0049 -0.0030 -0.2123
C 0.5057 4.0216 3.1028 -0.0188 0.1734 0.0121 -0.2253
C 3.7901 0.1101 1.2767 0.3224 0.2432 -0.5703 -0.2316
C 2.6951 6.7894 -1.9193 0.2377 0.0640 -0.0391 -0.1920
C -0.5411 6.2622 3.1642 0.1669 0.0480 0.3949 -0.2126
C -6.9414 -2.4774 4.2366 0.0063 0.0877 -0.0162 -0.2085
C -1.8813 -2.9096 0.1730 0.3433 0.7755 -0.0471 -0.1190
C 4.5867 -1.6947 -0.4240 -0.2994 0.7819 0.3602 -0.0866
C -1.0267 -2.9263 -1.1360 -0.0735 -0.2791 0.1872 -0.0920
C -5.4375 -1.3536 2.6818 -0.3136 0.1591 -0.0571 -0.2228
C -5.5337 -7.1746 0.4593 -0.1202 -0.2150 -0.3241 -0.2213
C -1.1436 -2.5202 1.4546 -0.8567 -0.2183 0.9534 -0.2428
C -0.0532 5.1002 4.0391 -0.0443 -0.1000 -0.0274 -0.2044
C 0.9321 -1.3553 -1.2016 0.0527 -0.0307 -0.0916 0.0540
C -0.5280 3.8644 1.9907 0.2590 -0.2413 0.1698 -0.2271
C 0.4242 -2.5972 -0.9160 -0.1693 -0.6925 -0.0003 -0.1316
H 1.7943 7.0304 -2.4803 -0.0076 -0.0380 0.0287 0.1259
H -1.4175 3.3451 2.3477 -0.0499 0.0618 -0.0587 0.1059
H -1.7381 -2.9315 2.2895 0.2793 -0.0627 -0.2723 0.1036
H -0.1358 -2.9385 1.5795 -0.1014 0.0470 -0.2771 0.1078
H -0.8694 -1.5483 3.7134 -0.2493 0.0434 -0.3034 0.0841
H -7.8776 -3.0144 4.3837 0.0244 -0.0042 0.0153 0.1157
H 3.4308 2.5074 -6.4143 0.0348 0.0159 0.0112 0.1146
H -6.3890 -6.8296 1.0399 0.0730 0.0672 0.0451 0.1108
H -2.6711 -2.1602 0.0430 0.0548 -0.2260 0.1047 0.1225
H 0.3296 -0.5444 -1.5987 0.0862 -0.1207 0.1522 0.1614
H -1.0519 -3.9427 -1.5540 -0.1070 0.2843 -0.1225 0.1273
H 5.0397 -2.4913 0.1694 -0.0839 -0.0316 -0.2840 0.1266
H -2.3855 -3.8680 0.3174 0.1048 0.1607 0.0171 0.0889
H 3.0221 7.6931 -1.3995 -0.0680 -0.0099 0.0334 0.1254
H 1.9044 6.0027 -0.0289 0.0712 -0.1371 0.0826 0.0728
H -6.8746 -1.7161 5.0166 0.0067 -0.0047 -0.0184 0.1185
H 3.1476 3.5086 -9.2864 0.0040 0.0059 0.0221 0.1197
H -0.8915 4.6909 4.6074 -0.0006 0.0116 -0.0187 0.1180
H -1.4563 -2.2532 -1.8841 0.1230 -0.1281 0.0971 0.1239
H 1.4587 4.3527 2.6844 0.0149 -0.0974 0.0108 0.1109
H 1.3543 4.8892 -8.6136 -0.0205 0.1345 0.1307 0.1058
H -5.1749 -1.1409 1.6478 0.1606 -0.0594 0.0372 0.1046
H 4.8860 4.8515 -7.7476 -0.0410 0.0723 0.0253 0.1117
H 3.4239 5.5112 -3.4931 -0.0196 0.0300 0.0097 0.0767
H 0.5686 -0.9990 2.8461 -0.1867 0.2014 0.1956 0.0840
H 3.3458 -4.0553 0.0958 -0.0640 0.1742 -0.0581 0.1499
H 2.6441 -0.2016 -1.2440 -0.3424 0.0190 -0.0499 0.1813
H -2.9443 -8.8068 1.8614 0.0189 0.0978 -0.0326 0.1063
H 0.9870 3.8880 -7.1870 0.0319 0.0966 0.0800 0.1035
H -7.5739 -0.9638 2.7919 0.0114 -0.0113 -0.0161 0.1172
H -6.4812 -9.0908 0.0620 0.0144 0.0185 -0.0136 0.1186
H 0.6785 3.0816 3.6234 0.0731 0.0114 -0.0457 0.1076
H -4.8437 -10.2627 1.7272 0.0124 0.0208 0.0211 0.1174
H 4.8666 4.4507 -6.0078 -0.0613 0.1514 0.0189 0.1026
H -4.7765 -9.0093 -0.3876 -0.0333 0.0275 -0.0268 0.1209
H 3.4553 -0.7079 1.9253 0.1080 0.2457 0.0347 0.1190
H -5.9123 -9.0663 2.4467 0.0133 0.0098 -0.0125 0.1186
H -0.1359 3.3707 1.1036 -0.0872 0.1005 -0.0847 0.1020
H 5.0541 -1.6711 -1.4156 -0.0527 -0.2090 0.1580 0.1362
H 5.1008 0.4523 -0.4340 -0.0672 -0.0863 0.1790 0.1151
H -3.8674 -8.2153 3.2657 0.1111 0.1710 -0.0400 0.1048
H -5.5126 -6.6782 -0.5086 0.0795 0.1153 0.0716 0.1096
H -5.9817 -4.4197 3.9611 0.1445 -0.0056 -0.0782 0.0949
H 2.1649 2.2733 -8.5124 -0.0089 0.0265 -0.0125 0.1143
H 0.2515 6.9859 2.9809 -0.0334 -0.0152 -0.1222 0.1068
H 5.6417 6.4380 -1.6345 -0.0280 -0.0667 0.1865 0.1095
H 5.4140 4.8481 -2.4035 0.0611 -0.0336 0.1592 0.0998
H 5.7993 -0.4936 0.8855 -0.0459 0.1414 -0.2838 0.1268
H -0.7375 0.1572 3.2779 -0.0301 -0.0824 -0.3889 0.0890
H 1.9252 4.8333 -1.3739 0.0077 -0.0086 0.0348 0.1137
H 0.6941 5.4367 4.7560 -0.0137 0.0133 -0.0159 0.1186
H -7.1495 -2.5238 2.0833 0.0141 0.0326 -0.0181 0.1187
H -5.3612 -3.4951 5.3524 0.1692 -0.0618 -0.0870 0.1071
H -5.2131 -0.4929 3.3120 0.0691 -0.0363 0.0010 0.1104
H 4.6442 2.3994 -7.6927 -0.0034 0.0105 0.0152 0.1160
H 4.7357 2.7967 0.8636 0.3732 0.5087 -0.1210 0.0272
H 4.2156 7.0766 -3.4633 0.0239 -0.0282 0.0083 0.1239
H 2.9161 0.5302 0.7670 0.1264 -0.0158 0.2204 0.0903
H -0.9236 -5.5316 0.5677 0.0753 -0.4642 0.2025 0.1037
H -1.4060 6.7615 3.5940 -0.0372 0.0591 -0.1808 0.1043